No. 1
Below is C14H13NO2S in the gas phase at a distorted geometry, with properties calculated with wB97M-V/def2-TZVPD.

**2S+1**: 1
**SMILES**: O=C1CCCc2nc(COc3ccccc3)sc21
**HOMO-LUMO gap**: 8.994 eV
**Max |F|**: 0.09776 hartree/bohr
**Energy**: -31147.0620 eV
**ΔE to the lowest compared entry with this formula, charge and spin**: 261.8 kJ/mol
**Total charge**: 0
**Highest occupied orbital energy**: -8.891 eV

Cartesian coordinates (Å):
1 O -1.394 2.788 -0.551
2 C -1.473 2.443 0.640
3 C -2.347 3.247 1.533
4 C -3.234 2.154 2.345
5 C -2.253 1.098 3.038
6 C -1.256 0.536 2.129
7 N -0.591 -0.668 2.475
8 C 0.344 -0.945 1.583
9 C 1.176 -2.243 1.696
10 O 2.559 -2.149 1.272
11 C 2.916 -2.510 -0.008
12 C 3.882 -1.782 -0.718
13 C 4.206 -2.032 -2.123
14 C 3.793 -3.201 -2.668
15 C 2.790 -3.976 -2.073
16 C 2.466 -3.725 -0.697
17 S 0.467 0.236 0.248
18 C -0.802 1.142 0.994
19 H -3.030 3.890 0.963
20 H -1.760 3.836 2.193
21 H -3.869 1.628 1.536
22 H -3.828 2.728 2.965
23 H -1.786 1.582 3.835
24 H -2.903 0.258 3.415
25 H 1.006 -2.727 2.713
26 H 0.836 -3.040 1.083
27 H 4.345 -1.009 -0.171
28 H 4.935 -1.438 -2.536
29 H 4.149 -3.494 -3.620
30 H 2.433 -4.781 -2.633
31 H 1.737 -4.336 -0.076



No. 2
Below is a molecular structure, C14H14AsCl3F6GeIN2O9P2Sr, with properties calculated with wB97M-V/def2-TZVPD.

**2S+1**: 1
**HOMO-LUMO gap**: 8.959 eV
**Max |F|**: 0.01778 hartree/bohr
**Energy**: -234915.6290 eV
**ΔE to the lowest compared entry with this formula, charge and spin**: 83.3 kJ/mol
**Total charge**: -1
**Highest occupied orbital energy**: -7.109 eV

Cartesian coordinates (Å):
1 Sr 0.465 -1.541 1.264
2 C 0.376 4.959 0.760
3 C 0.577 3.796 -0.167
4 N 1.590 3.903 -1.020
5 C 1.747 2.973 -1.954
6 C 0.890 1.905 -2.128
7 C 1.054 0.994 -3.315
8 O 0.015 1.189 -4.285
9 C -0.139 1.739 -1.193
10 C -1.058 0.599 -1.447
11 N -1.162 -0.460 -0.755
12 C -1.910 -1.514 -1.344
13 C -1.743 -1.822 -2.695
14 C -2.437 -2.869 -3.274
15 C -3.304 -3.638 -2.513
16 C -3.456 -3.367 -1.162
17 C -2.755 -2.320 -0.583
18 I -2.927 -2.015 1.480
19 C -0.287 2.692 -0.194
20 O -1.375 2.591 0.636
21 H 1.120 5.711 0.511
22 H 0.507 4.692 1.808
23 H -0.621 5.386 0.642
24 H 2.599 3.096 -2.616
25 H 1.019 -0.049 -3.008
26 H 2.035 1.170 -3.764
27 H 0.005 2.122 -4.522
28 H -1.605 0.679 -2.391
29 H -1.027 -1.257 -3.277
30 H -2.280 -3.096 -4.321
31 H -3.844 -4.463 -2.959
32 H -4.107 -3.974 -0.548
33 O 2.642 -2.230 2.452
34 P 3.030 -3.128 1.125
35 O 4.152 -4.036 1.376
36 O 1.646 -3.531 0.704
37 O 3.556 -1.956 0.108
38 P 2.672 -0.793 -0.591
39 O 3.843 0.030 -1.325
40 O 1.698 -1.397 -1.541
41 O 2.069 0.077 0.479
42 H 3.406 -1.871 2.914
43 H 4.273 -0.537 -1.976
44 F -0.405 -0.474 3.287
45 As -0.578 -1.439 4.787
46 F -0.949 0.006 5.647
47 F 1.104 -1.205 5.079
48 F -0.748 -2.428 6.178
49 F -0.222 -2.822 3.775
50 F -2.265 -1.629 4.397
51 Cl 0.203 2.544 3.447
52 Ge -1.586 2.810 2.372
53 Cl -3.104 1.451 2.892
54 Cl -2.392 4.751 2.752



No. 3
Below is 3 unconnected molecules or ions with the total composition C14H14BN2O7 at a distorted geometry, with properties calculated with wB97M-V/def2-TZVPD.

**2S+1**: 1
**HOMO-LUMO gap**: 5.105 eV
**Max |F|**: 0.02015 hartree/bohr
**Energy**: -32735.4509 eV
**Total charge**: -1
**Highest occupied orbital energy**: -4.738 eV

Cartesian coordinates (Å):
1 N -3.100 -1.069 5.286
2 B -2.032 -2.052 5.132
3 O -2.305 -3.381 5.489
4 C -0.590 -1.726 4.562
5 N 0.193 -0.833 5.458
6 C -0.824 -1.021 3.182
7 O -1.178 0.172 3.198
8 O -0.672 -1.771 2.185
9 H -3.409 -0.753 4.377
10 H -2.756 -0.255 5.774
11 H -2.183 -3.943 4.722
12 H -0.047 -2.653 4.388
13 H 0.276 -1.238 6.383
14 H 1.137 -0.810 5.098
15 C -2.595 1.659 -2.420
16 C -3.435 0.907 -1.718
17 C -2.981 0.170 -0.505
18 O -3.761 -0.514 0.119
19 C -1.555 0.311 -0.108
20 C -0.722 1.071 -0.822
21 C -1.173 1.798 -2.023
22 O -0.414 2.491 -2.680
23 H -2.903 2.202 -3.306
24 H -4.477 0.791 -1.989
25 H -1.232 -0.233 0.781
26 H 0.321 1.190 -0.553
27 C 4.643 -0.076 -4.430
28 C 4.514 0.404 -3.197
29 C 3.394 1.312 -2.836
30 O 3.285 1.750 -1.713
31 C 2.423 1.661 -3.904
32 C 2.556 1.177 -5.138
33 C 3.673 0.273 -5.498
34 O 3.796 -0.168 -6.623
35 H 5.451 -0.738 -4.715
36 H 5.209 0.160 -2.403
37 H 1.610 2.318 -3.621
38 H 1.860 1.418 -5.931



No. 4
Below is 3 unconnected molecules or ions with the total composition C14H14Br2N2O4 at a distorted geometry, with properties calculated with wB97M-V/def2-TZVPD.

**2S+1**: 1
**SMILES**: O=[N+]([O-])c1ccccc1.O=[N+]([O-])c1ccccc1.BrCCBr
**HOMO-LUMO gap**: 9.089 eV
**Max |F|**: 0.02186 hartree/bohr
**Energy**: -165994.6972 eV
**ΔE to the lowest compared entry with this formula, charge and spin**: 0.0 kJ/mol
**Total charge**: 0
**Highest occupied orbital energy**: -9.911 eV

Cartesian coordinates (Å):
1 O 19.077 -21.107 -20.127
2 N 19.241 -20.097 -19.479
3 O 20.303 -19.523 -19.332
4 C 18.080 -19.467 -18.840
5 C 18.206 -18.706 -17.693
6 C 17.090 -18.002 -17.240
7 C 15.855 -18.165 -17.849
8 C 15.734 -18.933 -18.995
9 C 16.874 -19.548 -19.505
10 H 19.119 -18.628 -17.120
11 H 17.211 -17.435 -16.326
12 H 14.971 -17.730 -17.397
13 H 14.801 -19.042 -19.528
14 H 16.809 -20.159 -20.396
15 O 16.241 -20.251 -14.001
16 N 15.707 -20.277 -12.908
17 O 15.614 -19.306 -12.179
18 C 15.215 -21.561 -12.422
19 C 14.393 -21.592 -11.307
20 C 13.799 -22.778 -10.909
21 C 14.009 -23.907 -11.673
22 C 14.852 -23.883 -12.783
23 C 15.465 -22.702 -13.183
24 H 14.292 -20.654 -10.775
25 H 13.126 -22.771 -10.064
26 H 13.656 -24.894 -11.396
27 H 15.016 -24.800 -13.330
28 H 16.102 -22.743 -14.053
29 Br 16.822 -15.424 -14.571
30 C 15.384 -16.579 -13.931
31 C 14.869 -16.055 -12.614
32 Br 13.200 -16.980 -12.145
33 H 15.675 -17.624 -13.898
34 H 14.619 -16.510 -14.704
35 H 14.728 -14.982 -12.539
36 H 15.568 -16.307 -11.817



No. 5
Below is 3 unconnected molecules or ions with the total composition C14H14Br2N2O4 at a distorted geometry, with properties calculated with wB97M-V/def2-TZVPD.

**2S+1**: 1
**SMILES**: O=[N+]([O-])c1ccccc1.O=[N+]([O-])c1ccccc1.BrCCBr
**HOMO-LUMO gap**: 9.148 eV
**Max |F|**: 0.07322 hartree/bohr
**Energy**: -165992.9432 eV
**ΔE to the lowest compared entry with this formula, charge and spin**: 169.2 kJ/mol
**Total charge**: 0
**Highest occupied orbital energy**: -9.873 eV

Cartesian coordinates (Å):
1 O 0.366 -4.505 -4.245
2 N 0.949 -5.619 -4.396
3 O 0.878 -6.543 -3.565
4 C 1.825 -5.743 -5.546
5 C 2.541 -4.578 -5.983
6 C 3.384 -4.697 -7.135
7 C 3.432 -5.919 -7.803
8 C 2.898 -7.051 -7.348
9 C 2.095 -6.919 -6.254
10 H 2.405 -3.620 -5.502
11 H 4.086 -3.894 -7.310
12 H 4.027 -5.964 -8.703
13 H 3.019 -8.027 -7.795
14 H 1.651 -7.840 -5.905
15 O -2.396 1.526 8.561
16 N -2.079 2.440 9.308
17 O -2.514 2.729 10.377
18 C -0.933 3.234 8.815
19 C -0.737 3.225 7.429
20 C 0.023 4.217 6.895
21 C 0.869 4.950 7.738
22 C 0.907 4.794 9.159
23 C -0.132 4.032 9.736
24 H -1.253 2.548 6.764
25 H 0.157 4.104 5.829
26 H 1.656 5.581 7.350
27 H 1.638 5.385 9.691
28 H -0.278 3.876 10.794
29 Br -4.631 3.357 -5.858
30 C -3.555 4.042 -4.379
31 C -3.459 2.919 -3.374
32 Br -2.847 3.828 -1.772
33 H -3.985 4.954 -3.965
34 H -2.665 4.547 -4.755
35 H -2.863 2.049 -3.650
36 H -4.482 2.582 -3.202



No. 6
Below is a molecular structure, C14H14ClNO2W at a distorted geometry, with properties calculated with wB97M-V/def2-TZVPD.

**⟨S²⟩**: 2.01
**2S+1**: 3
**HOMO-LUMO gap (alpha / beta)**: 6.583 / 6.137 eV
**Max |F|**: 0.13111 hartree/bohr
**Energy**: -34657.0722 eV
**ΔE to the lowest compared entry with this formula, charge and spin**: 118.1 kJ/mol
**Total charge**: +2
**Highest occupied orbital energy (alpha / beta)**: -15.610 / -15.874 eV

Cartesian coordinates (Å):
1 Cl 0.832 4.568 -0.655
2 C -2.063 -0.412 -2.049
3 C -1.339 -1.660 -2.118
4 C -0.077 -1.383 -2.765
5 H -1.627 -2.625 -1.693
6 C -0.014 0.052 -3.017
7 C -1.254 0.633 -2.577
8 H -1.431 1.711 -2.642
9 H -3.077 -0.319 -1.680
10 H 0.679 -2.134 -3.008
11 C 1.115 0.878 -3.557
12 W -0.149 -0.320 -0.898
13 C 1.453 1.049 -0.843
14 O 2.574 1.329 -0.765
15 C -0.986 1.716 -0.457
16 O -1.839 2.214 0.139
17 H 2.092 0.672 -3.086
18 H 0.936 1.959 -3.368
19 H 1.261 0.732 -4.649
20 N 0.134 -1.647 0.712
21 C 0.142 -0.881 1.944
22 C 1.351 -0.360 2.423
23 C 1.427 0.110 3.753
24 C 0.275 0.143 4.548
25 C -0.959 -0.255 4.021
26 C -1.033 -0.756 2.699
27 H 1.051 -2.050 0.511
28 H -0.556 -2.399 0.685
29 H 2.235 -0.321 1.769
30 H 2.384 0.469 4.163
31 H 0.334 0.499 5.570
32 H -1.872 -0.162 4.633
33 H -2.000 -1.049 2.259



Q: What is the max |F| in the third record?
A: 0.02015 hartree/bohr



Q: Which value of total charge does entry 3 give?
A: -1